Molecular formula: C19H26F2O8Si
Method: DFT, the ωB97M-V functional and the def2-TZVPD basis

**LUMO energy**: 0.508 eV
**SMILES**: C[Si](C)(CCC(F)(F)COC=O)c1ccccc1.O=C1OCCO1.O=C1OCCO1
**Net charge**: 0
**HOMO level**: -8.8 eV
**Orbital gap**: 0.34263 Eh

Last column: Mulliken charge in e.
Positions of all 56 atoms, in Å:
1 C -0.45482 -1.30866 2.86261  -1.16
2 Si -1.30441 0.09558 1.88617  0.24
3 C -2.29695 1.07885 3.15218  -1.06
4 C -2.35548 -0.73347 0.52409  -0.53
5 C -3.87359 -0.86332 0.80904  -1.42
6 C -4.76291 0.16352 0.10329  1.51
7 F -4.06055 1.05331 -0.65020  -0.32
8 F -5.62030 -0.48111 -0.74560  -0.37
9 C -5.68024 0.96539 1.03633  -1.18
10 O -4.97999 1.99149 1.71911  -0.24
11 C -5.00830 3.20052 1.09205  0.23
12 O -5.99374 3.73068 0.63273  -0.48
13 C -0.03649 1.18201 0.98459  0.46
14 C 1.23162 0.71701 0.74052  -0.36
15 C 2.10612 1.51545 0.04687  -0.27
16 C 1.68798 2.74243 -0.36352  -0.52
17 C 0.43332 3.22460 -0.11800  -0.62
18 C -0.44284 2.42457 0.56060  -0.36
19 H -1.01220 -2.21782 2.62626  0.35
20 H -0.51051 -1.11433 3.93222  0.34
21 H 0.58306 -1.45866 2.56744  0.27
22 H -1.76153 1.09308 4.10510  0.41
23 H -2.44989 2.11689 2.85911  0.25
24 H -3.26731 0.63060 3.36677  0.31
25 H -1.97457 -1.75232 0.43918  0.39
26 H -2.13555 -0.27128 -0.43612  0.53
27 H -4.08996 -0.87463 1.87612  0.41
28 H -4.18707 -1.83678 0.42827  0.40
29 H -6.53509 1.31992 0.46048  0.48
30 H -6.05599 0.27625 1.79170  0.34
31 H -4.03401 3.71228 1.04814  0.35
32 H 1.54225 -0.26048 1.08080  0.13
33 H 3.09693 1.12368 -0.15906  0.46
34 H 2.37900 3.36623 -0.92361  0.35
35 H 0.11179 4.19562 -0.46746  0.41
36 H -1.45687 2.74534 0.76818  0.32
37 C 1.92983 -4.97105 -0.38485  -0.36
38 C 2.91278 -3.82231 -0.41725  -0.32
39 O 2.16288 -2.79419 -1.06517  -0.19
40 C 0.84537 -3.05996 -0.88496  0.57
41 O -0.03352 -2.31034 -1.15329  -0.49
42 O 0.66988 -4.29770 -0.35224  -0.35
43 H 2.04943 -5.60799 0.48826  0.30
44 H 1.97666 -5.58796 -1.28455  0.28
45 H 3.19105 -3.48000 0.58144  0.26
46 H 3.81625 -4.05194 -0.97682  0.30
47 C 6.23182 1.02972 -3.85210  -0.32
48 C 4.76131 0.94187 -4.19166  -0.30
49 O 4.21816 0.29773 -3.03739  -0.26
50 C 5.05570 0.52683 -1.99932  0.61
51 O 4.80556 0.27124 -0.86612  -0.56
52 O 6.21400 1.08918 -2.42374  -0.33
53 H 6.71254 1.91115 -4.26906  0.29
54 H 6.78722 0.14198 -4.16092  0.27
55 H 4.29611 1.92348 -4.29905  0.26
56 H 4.56606 0.35780 -5.08753  0.28

---

Molecular formula: C4B2CaF20O12S4
Method: DFT, the ωB97M-V functional and the def2-TZVPD basis

**LUMO energy**: 7.738 eV
**Relative energy (zero: lowest compared OMol25 entry of this formula, charge and spin)**: 556.8 kJ/mol
**Net charge**: -4
**HOMO level**: -0.4 eV
**Orbital gap**: 0.30057 Eh

Last column: Mulliken charge in e.
Positions of all 43 atoms, in Å:
1 Ca -0.02408 -0.37828 0.24386  1.87
2 B 0.35875 -3.88216 1.97108  0.62
3 F -0.39500 -5.08421 2.06311  -0.40
4 F 0.77396 -3.57021 0.67352  -0.42
5 F -0.50589 -2.78350 2.23553  -0.41
6 F 1.34162 -3.87040 2.93326  -0.39
7 B -3.76271 -0.94741 -0.88023  0.65
8 F -4.86346 -1.08366 -0.15475  -0.35
9 F -2.86591 -2.03972 -0.72530  -0.44
10 F -3.93826 -0.57704 -2.19937  -0.41
11 F -3.06669 0.09911 -0.27569  -0.44
12 C -0.25048 -1.81858 -5.92356  0.53
13 F 0.02495 -0.65818 -6.57202  -0.23
14 F -1.49317 -1.72579 -5.39210  -0.20
15 F -0.10807 -2.93668 -6.69563  -0.22
16 S 0.98256 -2.16686 -4.39614  1.04
17 O 0.46354 -1.45695 -3.24150  -0.54
18 O 0.78404 -3.65083 -4.19658  -0.70
19 O 2.36978 -1.76701 -4.69022  -0.66
20 C 5.01934 -0.60671 3.42344  0.61
21 F 5.40469 -1.77421 2.93143  -0.27
22 F 4.09055 -0.86702 4.20902  -0.23
23 F 6.03117 -0.19105 4.11946  -0.26
24 S 4.51647 0.55703 1.94281  1.05
25 O 3.10557 0.15802 1.67798  -0.55
26 O 4.67931 1.87590 2.56199  -0.67
27 O 5.38209 0.23047 0.82150  -0.65
28 C -2.89996 0.57385 5.24747  0.57
29 F -3.38589 1.09781 6.34566  -0.23
30 F -2.00732 -0.36128 5.68570  -0.24
31 F -3.78921 0.05718 4.38573  -0.19
32 S -1.86756 1.84396 4.36932  1.07
33 O -0.75264 2.44662 5.09838  -0.65
34 O -1.32067 1.02579 3.26194  -0.61
35 O -2.85567 2.83163 3.83276  -0.70
36 C -0.62494 3.85449 -4.07674  0.64
37 F 0.56652 4.10520 -4.57956  -0.26
38 F -1.38423 4.70541 -4.56091  -0.24
39 F -0.97364 2.69825 -4.27778  -0.21
40 S -0.67321 3.98636 -2.12780  1.09
41 O 0.17594 5.14749 -1.77324  -0.71
42 O -2.07186 4.20202 -1.73041  -0.69
43 O -0.19035 2.70117 -1.56544  -0.59

---

Molecular formula: C7H13ClN
Method: DFT, the ωB97M-V functional and the def2-TZVPD basis

**LUMO energy**: -4.063 eV
**Relative energy (zero: lowest compared OMol25 entry of this formula, charge and spin)**: 104.3 kJ/mol
**SMILES**: C[N+]1=C(Cl)C(C)(C)CC1
**Net charge**: +1
**HOMO level**: -15.0 eV
**Orbital gap**: 0.40156 Eh

Last column: Mulliken charge in e.
Positions of all 22 atoms, in Å:
1 C 0.73176 0.52247 -0.35594  0.06
2 C -0.89633 -0.86556 0.70095  -0.93
3 C -0.49264 0.26025 1.53375  -0.65
4 C -0.28166 -0.60553 -0.69698  1.34
5 C -1.20807 -0.20628 -1.89333  -1.60
6 C 0.52718 -1.80141 -1.15043  -1.63
7 C 1.25614 2.03908 1.58253  -0.99
8 N 0.55932 0.87326 0.86697  0.21
9 Cl 1.66227 1.37492 -1.45007  -0.07
10 H -0.36683 -1.76505 1.08009  0.34
11 H -1.95867 -1.02108 0.70843  0.36
12 H -1.15620 1.07944 1.85193  0.46
13 H -0.19394 -0.03596 2.49835  0.43
14 H -1.73340 0.73151 -1.71777  0.39
15 H -2.02519 -0.89814 -2.15173  0.40
16 H -0.57095 -0.32733 -2.72663  0.47
17 H -0.30127 -2.42075 -1.42065  0.40
18 H 1.13953 -2.06883 -0.26782  0.44
19 H 1.07069 -1.65487 -2.09315  0.40
20 H 1.22363 2.80349 0.91117  0.44
21 H 2.28391 1.71240 1.68931  0.34
22 H 0.73071 2.27397 2.50101  0.37

---

Molecular formula: C6H12MnN2PS
Method: DFT, the ωB97M-V functional and the def2-TZVPD basis

**Spin multiplicity**: 4
**LUMO energy (alpha / beta)**: -3.102 / -3.355 eV
**Relative energy (zero: lowest compared OMol25 entry of this formula, charge and spin)**: 0.0 kJ/mol
**Net charge**: +1
**Expectation value of S²**: 3.810
**HOMO level (alpha / beta)**: -11.2 / -11.5 eV
**Orbital gap (alpha / beta)**: 0.29939 / 0.30018 Eh

Last column: Mulliken charge in e.
Positions of all 23 atoms, in Å:
1 C 1.42073 1.06524 -2.21139  -0.64
2 C 1.87446 1.87266 -1.10521  -0.24
3 C 0.72039 2.50255 -0.50585  -0.35
4 C -0.43907 2.13405 -1.27497  -0.62
5 C -0.02025 1.21685 -2.31321  -0.29
6 Mn 0.44512 0.34457 -0.40699  0.12
7 P 1.72356 -1.53784 -0.35290  -0.23
8 H 2.04691 0.51458 -2.91193  0.57
9 H 2.91316 2.06282 -0.84058  0.45
10 H 0.72561 3.21052 0.32202  0.43
11 H -0.67022 0.75972 -3.06864  0.36
12 H -1.45271 2.49555 -1.11500  0.56
13 H 2.05283 -2.07939 0.92388  0.15
14 H 3.02445 -1.46507 -0.93764  0.14
15 H 1.19611 -2.69588 -0.99968  0.15
16 N -1.26752 -2.26746 1.90895  -0.38
17 C -1.83797 -1.05622 1.77512  0.85
18 N -2.67822 -0.61659 2.72227  -0.40
19 S -1.60926 -0.10869 0.36211  -0.43
20 H -1.48939 -2.88201 2.68644  0.21
21 H -0.66096 -2.63307 1.17796  0.15
22 H -3.07505 0.31519 2.62307  0.22
23 H -2.94273 -1.15206 3.54218  0.21

---

Molecular formula: C34H51BN9O6P
Method: DFT, the ωB97M-V functional and the def2-TZVPD basis

**LUMO energy**: -0.531 eV
**SMILES**: COB(O)c1ccc(P(N)O)c2c1C(=O)N(N=C=O)C2=O.CCCC#N.CCCC#N.CCCC#N.CCCC#N.CCCC#N.CCCC#N
**Net charge**: 0
**HOMO level**: -8.3 eV
**Orbital gap**: 0.28374 Eh

Last column: Mulliken charge in e.
Positions of all 102 atoms, in Å:
1 C 3.74113 -0.71137 -0.26359  -0.53
2 O 2.83573 -0.25824 -1.26893  -0.39
3 B 1.88112 0.64952 -0.83424  0.63
4 O 2.23618 1.94825 -0.57076  -0.48
5 C 0.39982 0.10759 -0.74223  0.20
6 C 0.12136 -1.19733 -1.15919  -0.92
7 C -1.16658 -1.70944 -1.11427  -0.94
8 C -2.24482 -0.97102 -0.63943  0.65
9 P -3.90853 -1.79683 -0.69246  0.09
10 N -3.96191 -2.55887 0.83508  -0.51
11 O -5.07227 -0.63370 -0.61151  -0.52
12 C -1.97319 0.32282 -0.18481  0.71
13 C -0.67126 0.85377 -0.25051  0.26
14 C -0.74570 2.26693 0.28975  -0.15
15 O 0.06956 2.97665 0.79336  -0.60
16 N -2.14256 2.61739 0.19264  0.81
17 N -2.52136 3.33116 -0.99810  -0.79
18 C -3.24224 4.29805 -0.67618  0.82
19 O -4.03975 5.09981 -0.45866  -0.37
20 C -2.86066 1.37970 0.42264  -0.20
21 O -3.86998 1.30389 1.04702  -0.50
22 H 3.46883 -1.70265 0.10813  0.27
23 H 4.73082 -0.77322 -0.71496  0.16
24 H 3.79120 -0.03488 0.59341  0.23
25 H 2.45431 2.12865 0.34926  -0.06
26 H 0.93351 -1.80124 -1.54433  0.61
27 H -1.36311 -2.72112 -1.45550  0.34
28 H -4.58880 -2.08852 1.48127  0.30
29 H -4.26020 -3.51368 0.67662  0.13
30 H -4.83766 0.15735 -1.10895  0.33
31 C -5.72870 -7.34194 -1.79764  -0.95
32 C -6.77173 -7.38755 -0.68707  -0.49
33 C -6.77393 -6.12411 0.18160  -0.38
34 C -5.47671 -5.93838 0.84009  0.30
35 N -4.45554 -5.79330 1.34618  -0.54
36 H -4.71701 -7.27936 -1.39189  0.38
37 H -5.78122 -8.24044 -2.40934  0.12
38 H -5.88760 -6.48423 -2.45278  0.34
39 H -6.59297 -8.26086 -0.05625  0.28
40 H -7.76275 -7.50925 -1.12747  0.32
41 H -7.54290 -6.18967 0.95195  0.32
42 H -6.98210 -5.24278 -0.42751  0.30
43 C 0.18780 8.11278 -0.46597  -1.36
44 C 0.37389 6.60233 -0.37499  -0.27
45 C 1.40616 6.19039 0.67919  0.60
46 C 2.72693 6.75215 0.37120  0.25
47 N 3.75343 7.20217 0.12265  -0.55
48 H 1.11003 8.61005 -0.76960  0.36
49 H -0.57524 8.35967 -1.20425  0.39
50 H -0.12504 8.52909 0.49412  0.32
51 H 0.67735 6.21537 -1.34920  0.38
52 H -0.58011 6.13326 -0.12710  0.10
53 H 1.48831 5.10263 0.71491  -0.26
54 H 1.10145 6.53983 1.66783  0.15
55 C 4.55717 4.86813 4.14812  -1.40
56 C 3.16714 4.76869 3.53191  0.57
57 C 2.80500 3.35242 3.07496  -0.19
58 C 3.73915 2.88140 2.04574  0.48
59 N 4.47103 2.51691 1.23745  -0.55
60 H 5.33245 4.60320 3.42744  0.39
61 H 4.75565 5.88422 4.48197  0.31
62 H 4.65077 4.20713 5.01209  0.33
63 H 3.10357 5.44834 2.68147  -0.39
64 H 2.42590 5.09782 4.26300  0.12
65 H 1.79611 3.33610 2.65582  -0.07
66 H 2.83202 2.65489 3.91358  0.58
67 C -3.44741 -10.81214 -2.65314  -0.75
68 C -3.93719 -11.57274 -3.88029  -0.44
69 C -3.83201 -10.75297 -5.17150  -0.43
70 C -4.64546 -9.53469 -5.09346  0.29
71 N -5.28598 -8.58392 -5.03228  -0.42
72 H -4.05011 -9.92222 -2.46816  0.01
73 H -3.51061 -11.44020 -1.76458  0.33
74 H -2.40806 -10.50065 -2.77232  0.31
75 H -4.97408 -11.87818 -3.72756  0.29
76 H -3.34943 -12.48466 -3.99834  0.31
77 H -4.17574 -11.33924 -6.02404  0.29
78 H -2.79591 -10.46576 -5.35699  0.28
79 C 4.95395 -1.47175 -5.21850  -1.06
80 C 6.17349 -1.96292 -4.44757  -0.39
81 C 6.03648 -3.41630 -3.97758  -0.43
82 C 4.88617 -3.56873 -3.08168  0.28
83 N 3.97983 -3.68679 -2.38785  -0.44
84 H 4.05924 -1.48012 -4.59439  0.25
85 H 5.10524 -0.44747 -5.55826  0.32
86 H 4.76652 -2.09468 -6.09571  0.34
87 H 6.33840 -1.31564 -3.58428  0.27
88 H 7.05932 -1.88410 -5.08040  0.30
89 H 6.93368 -3.72989 -3.44323  0.28
90 H 5.90232 -4.08396 -4.83008  0.29
91 C 1.16871 7.36378 5.98925  -0.91
92 C 1.59882 8.63446 6.71230  -0.50
93 C 2.93833 9.18202 6.20686  -0.39
94 C 4.01459 8.20580 6.40519  0.28
95 N 4.84841 7.43218 6.56029  -0.46
96 H 1.88265 6.55474 6.15225  0.27
97 H 0.19989 7.02429 6.35564  0.37
98 H 1.08226 7.53381 4.91355  0.17
99 H 1.66795 8.43448 7.78300  0.31
100 H 0.83575 9.40315 6.57912  0.32
101 H 3.20114 10.09656 6.73885  0.30
102 H 2.87810 9.41796 5.14308  0.27

---

Molecular formula: C4H9NO
Method: DFT, the ωB97M-V functional and the def2-TZVPD basis

**LUMO energy**: 0.708 eV
**Relative energy (zero: lowest compared OMol25 entry of this formula, charge and spin)**: 488.9 kJ/mol
**SMILES**: NC[C@H]1C[C@H]1O
**Net charge**: 0
**HOMO level**: -8.5 eV
**Orbital gap**: 0.33798 Eh

Last column: Mulliken charge in e.
Positions of all 15 atoms, in Å:
1 C -0.83529 -0.55853 -0.15382  -0.63
2 C 0.40242 -0.49677 0.54168  -0.02
3 C 1.48378 -0.58965 -0.40845  -0.95
4 C 1.08461 0.72692 0.35980  0.05
5 H -2.06611 0.10230 0.90821  0.26
6 H -2.55673 0.53439 -0.68833  0.28
7 H -1.30210 -1.58642 0.17196  0.30
8 H -0.83777 -0.80732 -1.37506  0.24
9 H 0.64486 -0.80554 1.53618  0.33
10 H 2.50639 -0.86998 -0.32674  0.30
11 H 1.25853 -0.68514 -1.43944  0.23
12 H 1.93557 1.22221 1.07530  0.28
13 H -0.46115 1.55661 -0.01172  0.48
14 N -1.67001 0.46642 0.09307  -0.55
15 O 0.41301 1.79050 -0.28266  -0.60

---

Copy entry 2 word for word.
Molecular formula: C4B2CaF20O12S4
Method: DFT, the ωB97M-V functional and the def2-TZVPD basis

**LUMO energy**: 7.738 eV
**Relative energy (zero: lowest compared OMol25 entry of this formula, charge and spin)**: 556.8 kJ/mol
**Net charge**: -4
**HOMO level**: -0.4 eV
**Orbital gap**: 0.30057 Eh

Last column: Mulliken charge in e.
Positions of all 43 atoms, in Å:
1 Ca -0.02408 -0.37828 0.24386  1.87
2 B 0.35875 -3.88216 1.97108  0.62
3 F -0.39500 -5.08421 2.06311  -0.40
4 F 0.77396 -3.57021 0.67352  -0.42
5 F -0.50589 -2.78350 2.23553  -0.41
6 F 1.34162 -3.87040 2.93326  -0.39
7 B -3.76271 -0.94741 -0.88023  0.65
8 F -4.86346 -1.08366 -0.15475  -0.35
9 F -2.86591 -2.03972 -0.72530  -0.44
10 F -3.93826 -0.57704 -2.19937  -0.41
11 F -3.06669 0.09911 -0.27569  -0.44
12 C -0.25048 -1.81858 -5.92356  0.53
13 F 0.02495 -0.65818 -6.57202  -0.23
14 F -1.49317 -1.72579 -5.39210  -0.20
15 F -0.10807 -2.93668 -6.69563  -0.22
16 S 0.98256 -2.16686 -4.39614  1.04
17 O 0.46354 -1.45695 -3.24150  -0.54
18 O 0.78404 -3.65083 -4.19658  -0.70
19 O 2.36978 -1.76701 -4.69022  -0.66
20 C 5.01934 -0.60671 3.42344  0.61
21 F 5.40469 -1.77421 2.93143  -0.27
22 F 4.09055 -0.86702 4.20902  -0.23
23 F 6.03117 -0.19105 4.11946  -0.26
24 S 4.51647 0.55703 1.94281  1.05
25 O 3.10557 0.15802 1.67798  -0.55
26 O 4.67931 1.87590 2.56199  -0.67
27 O 5.38209 0.23047 0.82150  -0.65
28 C -2.89996 0.57385 5.24747  0.57
29 F -3.38589 1.09781 6.34566  -0.23
30 F -2.00732 -0.36128 5.68570  -0.24
31 F -3.78921 0.05718 4.38573  -0.19
32 S -1.86756 1.84396 4.36932  1.07
33 O -0.75264 2.44662 5.09838  -0.65
34 O -1.32067 1.02579 3.26194  -0.61
35 O -2.85567 2.83163 3.83276  -0.70
36 C -0.62494 3.85449 -4.07674  0.64
37 F 0.56652 4.10520 -4.57956  -0.26
38 F -1.38423 4.70541 -4.56091  -0.24
39 F -0.97364 2.69825 -4.27778  -0.21
40 S -0.67321 3.98636 -2.12780  1.09
41 O 0.17594 5.14749 -1.77324  -0.71
42 O -2.07186 4.20202 -1.73041  -0.69
43 O -0.19035 2.70117 -1.56544  -0.59